Entry from the Open Molecules 2025 dataset: a molecular structure, C30H54O25PS3Tl in a non-equilibrium geometry (ωB97M-V/def2-TZVPD).

Values from the calculation:
Energy relative to the best compared isomer or geometry (same formula, charge and spin) in kcal/mol: 0.0
Calculated total energy in eV: -129656.75133
Orbital gap in eV: 3.708
Spin multiplicity: 1

Each line ends with the Mulliken charge.
Positions of all 114 atoms, in Å:
Tl1 -10.7236 -11.5615 -10.7895  1.409
P1 -12.3499 -11.2005 -13.5601  -0.672
O1 -12.9871 -12.1872 -12.4899  0.076
O2 -12.0075 -9.9107 -12.7266  -0.199
O3 -13.0743 -10.9565 -14.9670  0.350
O4 -10.9757 -11.8750 -13.6561  -0.032
C1 -14.4113 -10.4714 -18.7920  -0.973
C2 -14.2009 -11.9147 -18.4673  0.663
C3 -14.7723 -12.3738 -17.1161  1.688
O5 -15.7756 -13.3413 -17.4708  -0.461
C4 -15.7614 -13.5672 -18.7173  0.598
O6 -16.4242 -14.4635 -19.1861  -0.636
O7 -14.9335 -12.7872 -19.3245  -0.435
H1 -13.8001 -9.8872 -18.1040  -0.324
H2 -15.4830 -10.2732 -18.8050  0.387
H3 -13.9565 -10.1462 -19.7276  0.487
H4 -13.1209 -12.0602 -18.4441  0.099
H5 -15.2616 -11.5193 -16.6487  -0.491
H6 -13.9915 -12.7731 -16.4688  -0.957
C5 -14.6507 -8.0115 -16.5001  -2.089
C6 -15.2966 -8.7847 -15.3329  3.038
C7 -14.9148 -8.3125 -13.9630  1.245
O8 -16.0839 -7.8270 -13.3608  -0.421
C8 -17.1178 -8.1655 -14.1278  0.539
O9 -18.3062 -8.0929 -13.7684  -0.620
O10 -16.7000 -8.6153 -15.3187  -0.460
H7 -13.6175 -8.2775 -16.7234  0.255
H8 -14.6142 -6.9372 -16.3194  0.431
H9 -15.1633 -8.1656 -17.4496  0.454
H10 -15.0369 -9.8426 -15.3732  -1.444
H11 -14.2706 -7.4366 -14.0382  -0.509
H12 -14.3948 -9.0598 -13.3636  -0.821
C9 -11.7487 -15.6007 -13.8795  -1.869
C10 -12.4852 -14.6399 -14.8082  2.294
C11 -11.6686 -13.9208 -15.8080  0.867
O11 -11.8571 -14.5924 -17.0378  -0.406
C12 -12.7620 -15.5208 -16.9054  0.566
O12 -13.0965 -16.3341 -17.7491  -0.620
O13 -13.2227 -15.4997 -15.6795  -0.479
H13 -12.4682 -16.2935 -13.4432  0.366
H14 -11.2689 -15.0063 -13.1019  0.357
H15 -10.8814 -16.0543 -14.3593  0.397
H16 -13.2504 -14.1286 -14.2242  -1.022
H17 -10.6623 -13.8981 -15.3897  0.538
H18 -12.0524 -12.9048 -15.8992  -0.979
C13 -16.3967 -14.2125 -14.2048  -1.430
C14 -16.1656 -13.1668 -13.1162  1.734
C15 -16.1330 -11.7229 -13.5453  1.142
O14 -17.0678 -11.1442 -12.6838  -0.379
C16 -17.6561 -11.9953 -11.8898  0.374
O15 -18.5131 -11.7818 -11.0760  -0.615
O16 -17.1692 -13.1925 -12.1565  -0.484
H19 -15.5703 -14.0631 -14.8996  0.193
H20 -17.3448 -14.0655 -14.7222  0.373
H21 -16.4819 -15.1991 -13.7493  0.411
H22 -15.2880 -13.2688 -12.4778  -0.679
H23 -16.4578 -11.6457 -14.5829  -0.103
H24 -15.1217 -11.3577 -13.3665  -0.821
C17 -9.1018 -11.4383 -17.7885  -1.620
C18 -10.4457 -10.6989 -17.6807  2.141
C19 -10.5423 -9.5520 -16.6505  0.974
O17 -11.0461 -8.4976 -17.4039  -0.357
C20 -10.8888 -8.7602 -18.7448  0.456
O18 -11.1134 -7.9355 -19.7027  -0.641
O19 -10.5821 -10.0443 -18.9220  -0.402
H25 -9.1436 -12.0767 -18.6710  0.409
H26 -9.0264 -12.0348 -16.8794  0.235
H27 -8.2722 -10.7312 -17.7910  0.418
H28 -11.3076 -11.3430 -17.5066  -1.244
H29 -9.5473 -9.3232 -16.2687  -0.106
H30 -11.1321 -9.8884 -15.7978  -0.531
C21 -12.4122 -6.2143 -11.8425  -1.597
C22 -11.3602 -6.8758 -12.6924  1.732
C23 -11.6234 -6.9441 -14.2030  1.217
O20 -10.3908 -6.4650 -14.7426  -0.380
C24 -9.5906 -5.9106 -13.7958  0.491
O21 -8.4937 -5.3601 -13.9938  -0.590
O22 -10.1797 -6.1128 -12.5697  -0.462
H31 -12.0577 -6.2531 -10.8125  0.352
H32 -13.4197 -6.6159 -11.9501  0.270
H33 -12.3408 -5.1552 -12.0904  0.404
H34 -11.1002 -7.8859 -12.3757  -0.750
H35 -12.4842 -6.3446 -14.4991  0.183
H36 -11.7275 -7.9919 -14.4846  -0.693
C25 -8.7560 -9.1116 -13.2847  -0.584
S1 -7.4159 -10.1595 -12.7102  0.286
O23 -8.0728 -10.6636 -11.4582  -0.584
C26 -7.7096 -11.4797 -13.9802  -0.339
H37 -8.9331 -8.4084 -12.4710  0.386
H38 -9.6462 -9.6772 -13.5602  -0.208
H39 -8.4462 -8.4972 -14.1300  0.560
H40 -8.4951 -12.1692 -13.6710  0.011
H41 -6.8015 -12.0481 -14.1812  0.534
H42 -8.0069 -10.9696 -14.8965  -0.059
C27 -13.0049 -15.1255 -10.6888  -0.498
S2 -12.9731 -14.4376 -8.9975  0.281
O24 -11.7020 -13.6153 -8.9909  -0.528
C28 -14.4587 -13.3102 -9.2259  -0.290
H43 -12.8632 -14.3854 -11.4764  -0.241
H44 -13.9916 -15.5743 -10.8038  0.476
H45 -12.3298 -15.9612 -10.8729  0.465
H46 -14.2973 -12.6973 -10.1127  -0.346
H47 -14.4398 -12.6246 -8.3787  0.326
H48 -15.4471 -13.7650 -9.1601  0.532
C29 -14.4280 -8.9380 -7.6675  -1.098
S3 -13.2609 -9.0672 -9.0791  0.536
O25 -12.5162 -10.4222 -8.8710  -0.616
C30 -14.5717 -9.3594 -10.2848  -0.249
H49 -15.2053 -9.7005 -7.6186  0.306
H50 -14.8103 -7.9213 -7.5763  0.389
H51 -13.7980 -9.1338 -6.7998  0.415
H52 -15.2912 -8.5658 -10.4866  0.636
H53 -15.0075 -10.3094 -9.9754  0.363
H54 -14.1250 -9.6390 -11.2390  -0.675

Atoms 1-2, force components in eV/Å:
-0.2 0.1 0.5
-2.4 1.1 -1.7

---

Entry from the Open Molecules 2025 dataset: C3H6N2OS in the gas phase in a non-equilibrium geometry (ωB97M-V/def2-TZVPD).

Values from the calculation:
Energy relative to the best compared isomer or geometry (same formula, charge and spin) in kcal/mol: 95.7
Calculated total energy in eV: -19068.01670
Orbital gap in eV: 9.084
Spin multiplicity: 1
SMILES: OCN1NC=CS1

Each line ends with the natural charge from an NBO analysis.
Positions of all 13 atoms, in Å:
C1 1.4282 1.0623 -0.1334  -0.086
C2 2.1781 -0.0136 0.2356  -0.412
C3 -1.0966 -0.4418 0.1017  0.071
N1 0.4075 0.8410 -1.0202  -0.479
N2 -0.0228 -0.5093 -0.8504  -0.423
O1 -2.0225 -1.4177 -0.0797  -0.695
S1 1.3676 -1.4867 -0.3072  0.381
H1 1.6032 2.0707 0.2382  0.219
H2 3.0450 -0.0372 0.8868  0.244
H3 -1.5060 0.6641 -0.2128  0.155
H4 -0.7642 -0.2057 1.2006  0.172
H5 0.6072 0.8271 -2.0038  0.380
H6 -2.0990 -1.4915 -1.0217  0.475

Atoms 1-2, force components in eV/Å:
3.3 0.0 1.3
-1.5 0.8 0.0

---

Entry from the Open Molecules 2025 dataset: 10 unconnected molecules or ions with the total composition C43H98N3O27P3 in a non-equilibrium geometry (ωB97M-V/def2-TZVPD).

Values from the calculation:
Calculated total energy in eV: -133807.73856
Orbital gap in eV: 9.215
Spin multiplicity: 1
SMILES: CCOP(=O)(OCC)OCC.CCOP(=O)(OCC)OCC.CCOP(=O)(OCC)OCC.CCOC(=O)OC.CCOC(=O)OC.CCOC(=O)OC.CCOC(=O)OC.CNC(C)=O.CNC(C)=O.CNC(C)=O

Each line ends with the Mulliken charge.
Positions of all 174 atoms, in Å:
C1 1.1061 -2.6987 6.5823  -1.551
C2 1.4289 -1.4306 5.8108  0.946
O1 2.3924 -0.7440 6.0963  -0.742
N1 0.6076 -1.2080 4.8234  0.471
C3 -0.5313 -2.1044 4.4143  -1.075
H1 0.8279 -3.5129 5.8951  0.308
H2 0.2079 -2.5537 7.1162  0.330
H3 1.9670 -2.8903 7.2036  0.425
H4 0.7387 -0.2882 4.4407  -0.067
H5 -0.2236 -3.1038 4.0628  0.272
H6 -1.0108 -1.5169 3.5522  0.168
H7 -1.1722 -2.3659 5.3359  0.409
C4 4.2593 2.2493 5.6092  -0.887
C5 2.9041 2.9393 6.0311  0.753
O2 2.8411 4.1955 6.1609  -0.712
N2 1.8202 2.1381 6.2663  0.134
C6 0.5343 2.7184 6.6104  -0.852
H8 5.0684 2.5355 6.3159  0.327
H9 4.5131 2.5779 4.5711  0.200
H10 4.1215 1.1775 5.5321  0.174
H11 1.9080 1.1689 6.1824  0.125
H12 0.0678 3.2044 5.7231  0.107
H13 0.5886 3.5414 7.2834  0.427
H14 -0.1244 1.9394 6.9681  0.378
C7 3.3123 -2.9480 -2.4887  0.523
C8 1.9724 -3.3964 -2.9751  -0.485
O3 1.0129 -2.6668 -2.8186  -0.217
N3 1.8664 -4.6609 -3.5624  -0.048
C9 2.8382 -5.6695 -3.7951  -0.926
H15 3.6410 -2.1628 -3.2338  -0.276
H16 4.0710 -3.7464 -2.4516  0.748
H17 3.3592 -2.3570 -1.5285  -0.563
H18 0.9033 -4.9015 -3.5636  0.275
H19 3.1261 -6.3085 -2.9126  0.219
H20 3.7595 -5.2789 -4.2838  0.271
H21 2.4129 -6.3143 -4.5748  0.409
C10 -3.2448 3.0065 5.1751  -0.853
C11 -3.4219 1.9715 4.0560  0.111
O4 -2.1617 1.9677 3.2604  0.110
P1 -1.9780 2.9773 1.9816  -0.064
O5 -2.9403 4.0580 1.9940  -0.876
O6 -0.4712 3.4446 2.0274  -0.208
C12 0.4849 3.5480 3.0839  1.477
C13 0.9079 5.0063 3.2945  -1.571
O7 -1.9933 1.9712 0.7777  0.854
C14 -2.5903 2.3894 -0.4557  -0.202
C15 -1.5206 2.9883 -1.3747  -1.038
H22 -2.8893 3.9253 4.6568  0.242
H23 -4.0603 3.1436 5.8399  0.493
H24 -2.4214 2.5965 5.8378  -0.023
H25 -3.5241 0.9142 4.3346  0.421
H26 -4.2803 2.1996 3.4343  -0.357
H27 0.0203 3.1851 3.9653  -0.641
H28 1.3305 2.9658 2.7179  -0.146
H29 1.2264 5.5431 2.4194  0.432
H30 0.1960 5.6948 3.7563  0.372
H31 1.7866 5.0214 4.0124  0.295
H32 -3.0017 1.5237 -0.9021  0.086
H33 -3.3624 3.0870 -0.3125  0.203
H34 -1.8973 3.1835 -2.3747  0.467
H35 -1.1609 3.8788 -0.8716  0.625
H36 -0.6669 2.3190 -1.4031  -0.467
C16 -4.5635 -2.1455 1.3443  -1.323
C17 -4.3875 -0.8341 0.5798  0.796
O8 -5.6337 -0.1645 0.4075  -0.268
P2 -6.1629 0.8623 1.4939  0.889
O9 -6.0079 0.4086 2.8625  -0.875
O10 -5.3834 2.1748 1.1393  -0.036
C18 -5.9430 3.5367 1.1490  -0.412
C19 -6.3089 3.9600 -0.3016  -0.888
O11 -7.6507 1.1572 1.0580  -0.266
C20 -8.7111 0.3340 1.6218  -0.619
C21 -8.8155 -1.1370 1.1375  -0.840
H37 -3.7210 -2.7018 1.7086  0.087
H38 -5.0584 -1.9569 2.2977  0.356
H39 -5.2099 -2.8190 0.6999  0.319
H40 -3.6888 -0.1408 1.1059  -0.314
H41 -3.9385 -1.1306 -0.3681  0.276
H42 -6.8078 3.7048 1.8427  0.464
H43 -5.1008 3.9755 1.5993  0.364
H44 -5.5321 3.8071 -1.0224  0.067
H45 -7.0992 3.2148 -0.6747  0.200
H46 -6.6861 5.0129 -0.2331  0.407
H47 -8.5948 0.5437 2.6868  0.382
H48 -9.5638 0.9664 1.4843  0.454
H49 -9.5573 -1.6369 1.7311  0.393
H50 -8.9209 -1.0723 0.0458  0.276
H51 -7.8656 -1.6834 1.2391  0.135
C22 1.9146 3.8516 -6.7624  -1.354
C23 1.3049 2.7137 -6.0037  -0.024
O12 2.1361 2.1305 -4.9789  -0.171
P3 3.2494 1.0240 -5.0212  -0.630
O13 3.3422 0.3536 -3.7449  0.990
O14 4.4632 1.8178 -5.6637  -0.315
C24 5.6487 1.1630 -6.0602  -0.463
C25 6.4013 0.4084 -4.9776  -0.729
O15 2.8682 0.0563 -6.2482  -0.359
C26 2.1624 -1.2159 -6.1053  0.460
C27 0.6533 -1.0091 -6.4568  -0.794
H52 2.7318 3.4578 -7.4083  0.284
H53 1.2036 4.3219 -7.4779  0.363
H54 2.4992 4.5289 -6.1335  0.324
H55 0.4289 3.0399 -5.4925  0.346
H56 1.0688 1.9084 -6.6596  0.184
H57 5.4255 0.5288 -6.8802  0.287
H58 6.2889 1.9449 -6.4311  0.394
H59 5.8556 -0.4488 -4.5810  0.129
H60 7.4056 0.0959 -5.4147  0.422
H61 6.5865 1.2236 -4.2334  0.185
H62 2.6600 -1.9023 -6.7298  0.483
H63 2.3011 -1.5345 -5.0504  -0.496
H64 0.1368 -1.9276 -6.4246  0.440
H65 0.1760 -0.2911 -5.7618  -0.133
H66 0.6505 -0.5182 -7.4339  0.361
C28 -4.9204 1.6126 -2.9028  -0.406
C29 -4.4289 0.7134 -3.9980  -0.805
O16 -3.2206 -0.0522 -3.5863  -0.375
C30 -2.0555 0.4287 -4.0006  0.631
O17 -1.8019 1.2358 -4.8251  -0.585
O18 -1.1571 -0.2795 -3.2725  -0.106
C31 0.1818 0.3120 -3.2336  -0.352
H67 -4.9497 0.9336 -1.9852  0.035
H68 -5.9326 1.8732 -3.2864  0.417
H69 -4.3221 2.4309 -2.6875  0.160
H70 -4.1122 1.0865 -4.9244  0.513
H71 -5.2293 -0.0574 -4.0809  0.255
H72 0.7034 -0.3047 -3.9583  -0.401
H73 0.5856 0.1101 -2.2367  0.152
H74 0.1921 1.3460 -3.5672  0.553
C32 -0.8101 -1.2626 -0.0843  0.338
C33 0.6909 -1.2172 0.1077  0.418
O19 1.3605 0.0868 -0.1124  1.237
C34 1.3713 0.8182 1.0534  -0.089
O20 0.9931 0.4732 2.1250  -0.165
O21 2.0627 1.9657 0.8753  -0.403
C35 2.6269 2.2279 -0.3866  -1.027
H75 -1.1391 -0.9485 -1.0684  -0.248
H76 -1.3775 -0.5777 0.5950  -0.671
H77 -1.0727 -2.3150 -0.0464  0.431
H78 1.1636 -1.9530 -0.5369  -1.668
H79 0.8484 -1.4961 1.1386  0.915
H80 3.3114 2.9867 -0.1969  0.499
H81 1.8989 2.6146 -1.0713  0.297
H82 3.1578 1.4167 -0.8592  0.157
C36 7.0319 0.4632 -0.8009  -1.371
C37 6.0159 -0.4969 -1.3918  0.273
O22 4.9750 -0.7620 -0.4240  0.160
C38 5.2037 -1.4345 0.7150  0.544
O23 6.2569 -1.9272 0.9946  -0.615
O24 4.0764 -1.4357 1.3797  -0.029
C39 3.9941 -2.0695 2.6221  -0.671
H83 7.3112 0.0886 0.1602  0.453
H84 6.5740 1.5136 -0.6651  0.229
H85 7.8969 0.4476 -1.4939  0.401
H86 6.3854 -1.4931 -1.6914  0.392
H87 5.4263 -0.0447 -2.1829  -0.360
H88 4.8489 -2.7657 2.7812  0.436
H89 3.0661 -2.5844 2.8296  0.081
H90 4.0147 -1.2223 3.3572  0.192
C40 2.9290 -5.6212 0.0757  -1.173
C41 1.7552 -4.9148 0.8127  0.865
O25 0.5972 -5.6025 0.4472  -0.340
C42 -0.4995 -5.1145 1.0090  0.671
O26 -0.5900 -4.0101 1.5172  -0.245
O27 -1.4115 -6.0587 0.9478  -0.409
C43 -2.7576 -5.7380 1.4447  -0.559
H91 3.8787 -5.3331 0.4896  0.444
H92 2.9279 -5.3632 -1.0020  -0.190
H93 2.9024 -6.6761 0.2567  0.511
H94 1.6993 -3.8967 0.4859  -0.575
H95 1.9252 -5.0270 1.8848  0.463
H96 -3.3591 -5.6628 0.5210  0.264
H97 -2.7641 -4.8485 2.0904  0.225
H98 -3.0605 -6.6438 2.0127  0.281

Atoms 1-2, force components in eV/Å:
0.9 -0.1 -1.1
0.2 -2.4 1.4